64
Properties=species:S:1:pos:R:3:forces:R:3:mulliken_charge:R:1 method="wB97M-V/def2-TZVPD" homo_lumo_gap_ev=5.6 total_energy_ev=-45611.7018 charge=0 smiles="CCCCC1=C(I)C(=O)C=CC1=O.c1cc[nH]c1.c1cc[nH]c1.c1cc[nH]c1.c1cc[nH]c1" lumo_ev=-2.48
C 0.16613 -0.51761 -2.13574 -0.720 0.473 0.660 -0.4845
C -0.18883 0.86681 -3.00483 -0.492 -1.378 -1.097 -0.4536
C 1.11229 1.51385 -3.75901 -0.598 0.284 -0.505 -0.5857
C 2.15919 2.32223 -2.79916 -0.366 1.399 -0.234 -0.7090
C 1.82387 2.29611 -1.19764 2.257 -2.067 3.419 1.4109
C 2.68684 1.53212 -0.20940 -2.996 2.362 -0.975 -1.0526
I 4.46407 0.35116 -0.78312 -1.765 1.129 0.639 0.0956
C 2.36134 1.56098 1.42998 2.939 -1.606 4.114 0.5208
O 3.22964 1.04346 2.33734 -5.131 2.944 -5.843 -0.6131
C 0.99963 2.26067 2.07436 -1.421 1.728 -4.325 -0.3642
C 0.13644 3.00786 1.09197 2.655 -2.228 2.400 -0.4296
C 0.55793 3.12780 -0.48693 -2.923 2.733 -3.293 0.4589
O -0.19467 3.91800 -1.26896 4.462 -4.604 4.638 -0.6057
H -0.57503 -1.40906 -2.41960 1.797 2.010 0.478 0.3011
H 1.28714 -0.84569 -2.25075 -2.229 0.634 0.159 0.2041
H -0.05517 -0.28670 -0.99796 0.665 -0.599 -2.200 -0.0626
H -0.83451 1.63518 -2.38280 1.672 -1.481 -1.244 0.1749
H -0.91655 0.48515 -3.87129 1.574 1.015 1.774 0.3717
H 1.72429 0.69761 -4.36292 -1.452 1.477 1.462 0.2753
H 0.70980 2.27288 -4.58618 0.878 -1.599 1.877 0.2988
H 3.24356 1.96593 -3.08785 -2.136 0.668 1.324 0.3061
H 2.10577 3.46716 -3.13285 0.099 -2.428 0.967 0.2264
H 0.75435 2.17645 3.23124 0.783 0.085 -2.821 0.3285
H -0.86526 3.51588 1.47831 2.415 -1.031 -1.283 0.3486
C 3.90489 -4.54629 1.86220 -0.347 0.088 -0.155 -0.4577
C 5.04829 -4.26275 2.64673 0.207 0.228 0.223 -0.3992
C 4.90161 -2.98539 3.13942 0.023 0.016 -0.023 -0.4876
N 3.71210 -2.48659 2.67579 -0.010 -0.089 0.042 0.0583
C 3.09478 -3.43343 1.90059 0.019 0.003 -0.036 -0.4515
H 3.69445 -5.46369 1.32795 0.018 0.161 0.089 0.3806
H 5.88796 -4.91988 2.83283 -0.140 0.125 -0.019 0.3758
H 5.54078 -2.38979 3.77747 -0.095 -0.123 -0.125 0.3690
H 3.34668 -1.56447 2.87532 0.177 -0.231 -0.109 0.1873
H 2.13523 -3.23422 1.44257 0.166 -0.060 0.055 0.4283
C -2.77540 -1.65735 0.62834 0.223 0.355 -0.052 -0.5178
C -4.03318 -2.30151 0.54891 -0.382 -0.011 -0.100 -0.4622
C -4.96991 -1.33756 0.25013 -0.054 -0.068 -0.002 -0.4908
N -4.32212 -0.13370 0.15123 0.010 0.004 -0.047 0.0240
C -2.98276 -0.31983 0.37489 0.082 -0.012 0.056 -0.5969
H -1.82115 -2.11941 0.84566 -0.147 0.088 -0.043 0.5094
H -4.23391 -3.35522 0.69340 -0.014 0.183 0.000 0.4775
H -6.03932 -1.40485 0.10114 0.174 -0.044 0.085 0.4237
H -4.76333 0.75302 -0.05541 0.179 -0.361 0.073 0.1995
H -2.29398 0.51341 0.33621 -0.078 -0.143 0.015 0.4569
C -8.63133 -4.47602 0.95606 -0.089 0.335 -0.188 -0.3621
C -7.74465 -5.56465 1.13474 0.322 -0.187 -0.111 -0.3757
C -6.78838 -5.48150 0.14755 -0.002 -0.067 0.027 -0.5727
N -7.06975 -4.38364 -0.62331 0.030 0.014 0.024 0.0388
C -8.18871 -3.76114 -0.13446 -0.074 0.019 0.023 -0.5791
H -9.49840 -4.23837 1.55859 0.152 -0.025 -0.114 0.4015
H -7.79760 -6.32681 1.90142 0.028 0.132 -0.142 0.4022
H -5.93481 -6.10867 -0.07257 -0.166 0.086 0.058 0.3940
H -6.53480 -4.07992 -1.42656 -0.177 -0.102 0.331 0.2352
H -8.57408 -2.86609 -0.60413 0.021 -0.164 0.088 0.4165
C 4.51776 6.57550 -0.77598 -0.380 -0.117 -0.072 -0.6701
C 5.77467 6.34698 -0.16673 0.223 -0.231 0.241 -0.3862
C 5.64476 5.23793 0.63893 0.070 0.040 0.037 -0.5223
N 4.35232 4.79219 0.54080 0.034 0.002 -0.039 0.1204
C 3.65911 5.59841 -0.32407 -0.050 0.039 -0.036 -0.2378
H 4.26636 7.36661 -1.47043 0.022 -0.145 0.118 0.3964
H 6.67756 6.92840 -0.30170 -0.150 -0.118 0.034 0.3846
H 6.35911 4.72994 1.27297 -0.112 0.112 -0.119 0.3760
H 3.97029 3.99285 1.02942 0.183 0.275 -0.188 0.1713
H 2.61656 5.40927 -0.54209 0.138 0.078 0.010 0.3815